(1)
C6H11CaCl4LaO2 as an isolated structure in a non-equilibrium geometry, computed with ωB97M-V/def2-TZVPD.

Summary:
**Gap between HOMO and LUMO**: 3.90 eV
**LUMO energy**: 4.032 eV

Structure (ORCA input):
```
! wB97M-V def2-TZVPD RIJCOSX def2/J DEFGRID3
* xyz -2 1
La 1.02170 0.01918 -0.16716
Cl -0.49320 -2.20485 0.69692
C 2.11574 -1.32478 -1.61791
H 3.02592 -0.64394 -1.58939
H 1.58821 -1.36867 -2.58766
H 2.19895 -2.25824 -1.02095
Ca -2.22883 -0.65849 -0.62690
C -3.48149 0.51229 1.00030
C -3.41132 -1.87334 -2.25637
C -0.61961 0.81368 -1.61677
H -3.03685 -1.27075 -3.11704
H -2.93541 -2.84956 -2.01532
H -4.38053 -1.58663 -1.77644
H -3.16042 1.54159 0.72481
H -4.44005 0.12468 0.57566
H -3.05221 0.02501 1.90084
H -0.50969 0.64501 -2.72389
H -1.00474 1.81443 -1.22340
Cl 4.79183 0.92042 3.75122
C 3.60010 1.83918 2.87498
Cl 2.39342 2.59625 3.94204
Cl 4.33151 3.04259 1.78122
C 2.80174 0.87196 1.95703
O 2.94325 -0.34702 1.79022
O 1.94198 1.61998 1.34399
*
```



(2)
A 6-piece molecular cluster, C47H106IN7O5PS overall in a non-equilibrium geometry, computed with ωB97M-V/def2-TZVPD.

Summary:
**Gap between HOMO and LUMO**: 3.97 eV
**LUMO energy**: -5.100 eV

Structure (ORCA input):
```
! wB97M-V def2-TZVPD RIJCOSX def2/J DEFGRID3
* xyz 1 1
C -0.09236 -8.23045 1.85062
C -0.37239 -8.14051 0.27349
O -0.44978 -6.74044 -0.09035
C -1.75958 -6.18075 0.25733
C -2.06920 -5.07768 -0.85902
C -2.40031 -3.63302 -0.30411
C -3.89558 -3.17765 -0.06947
C -5.15138 -4.10180 -0.35525
C -6.08253 -3.49032 -1.54494
C -7.64433 -3.75225 -1.33806
C -8.39318 -2.69532 -0.40131
C -8.02352 -5.21360 -0.80805
C -3.92979 -1.72285 0.47099
P -5.70067 -1.07055 0.85900
O -5.57803 0.63835 0.99341
I -6.40056 -1.92386 3.06425
N -2.92542 -0.80097 0.72623
N -1.67065 -1.20577 0.51413
S -0.43919 0.03146 0.85033
C 0.30651 -0.17426 2.55260
O 0.57545 0.16490 -0.23902
O -1.15604 1.36601 0.91968
C -1.41277 -2.52278 0.05756
C 0.15517 -2.89652 -0.10730
O 0.88286 -2.83075 1.12804
C 0.95480 -4.10458 1.81241
C 0.43886 -3.83565 3.33426
H 0.66069 -9.08546 2.01382
H -1.08251 -8.41256 2.38268
H 0.44965 -7.28634 2.22295
H -1.24018 -8.77734 -0.09556
H 0.56830 -8.55063 -0.24896
H -1.67288 -5.71229 1.30724
H -2.50264 -7.04838 0.27843
H -1.25913 -5.03687 -1.67571
H -3.01446 -5.43432 -1.41359
H -5.81777 -4.06485 0.58720
H -4.87933 -5.19167 -0.51675
H -5.80894 -2.39099 -1.71239
H -5.77884 -4.04524 -2.50666
H -8.12862 -3.65097 -2.38015
H -8.20765 -2.85947 0.72052
H -9.53603 -2.74974 -0.54392
H -8.11394 -1.61967 -0.70017
H -7.72939 -5.30804 0.28593
H -9.16934 -5.29589 -0.88193
H -7.53711 -6.01542 -1.45818
H -5.14762 0.88266 1.84788
H 0.50492 0.84593 3.03382
H -0.37879 -0.81538 3.20621
H 1.30120 -0.75187 2.49410
H 0.58970 -2.22392 -0.93620
H 0.30162 -3.96398 -0.51180
H 0.27463 -4.91513 1.40315
H 2.04700 -4.41802 1.92191
H 0.86875 -4.63321 4.03017
H -0.69915 -4.01635 3.32655
H 0.63065 -2.77065 3.67389
C 4.00378 -1.73256 1.23481
C 5.38143 -1.25070 0.80061
N 5.53625 -1.15781 -0.64594
C 6.92160 -0.99168 -1.07259
C 7.64766 0.28566 -0.65437
C 4.56124 -0.32185 -1.34210
C 4.44475 1.14106 -0.91803
H 3.74586 -2.67823 0.75090
H 3.99165 -1.89540 2.31660
H 3.22509 -0.99965 1.00602
H 6.10895 -1.97420 1.18386
H 5.59947 -0.29657 1.29613
H 6.97941 -1.08912 -2.16257
H 7.49527 -1.84495 -0.68870
H 7.30765 1.14832 -1.22739
H 8.71841 0.17883 -0.84816
H 7.53155 0.50117 0.40980
H 3.57466 -0.78525 -1.23301
H 4.75716 -0.36204 -2.41968
H 4.40401 1.26074 0.16657
H 3.52223 1.56656 -1.32498
H 5.26718 1.74237 -1.30506
C 4.05540 8.44593 -1.34636
C 3.33810 7.12717 -1.60516
N 4.15783 5.95137 -1.33195
C 3.59172 4.71416 -1.85623
C 2.25967 4.23804 -1.27732
C 4.72157 5.86131 0.01143
C 3.75199 5.88284 1.19098
H 5.00174 8.49349 -1.89080
H 3.43265 9.27843 -1.68362
H 4.25647 8.59899 -0.28312
H 3.05857 7.11817 -2.66419
H 2.40094 7.11179 -1.03438
H 4.32757 3.90796 -1.75641
H 3.46238 4.83718 -2.93900
H 2.37987 3.82561 -0.27500
H 1.85269 3.43790 -1.90214
H 1.51258 5.03380 -1.24374
H 5.43041 6.68536 0.14055
H 5.34368 4.96138 0.08187
H 2.99995 6.66855 1.10000
H 4.30586 6.07104 2.11589
H 3.24446 4.92584 1.31612
C -15.15007 -3.34729 -1.24227
C -13.77782 -2.84509 -1.67263
N -13.61690 -2.74910 -3.11944
C -12.23336 -2.56311 -3.53811
C -11.52748 -1.27534 -3.11550
C -14.59957 -1.92703 -3.82117
C -14.73859 -0.46606 -3.39755
H -15.39241 -4.29629 -1.72690
H -15.16251 -3.51020 -0.16152
H -15.93843 -2.62669 -1.47241
H -13.04112 -3.55876 -1.28691
H -13.57549 -1.88789 -1.17600
H -12.16821 -2.65924 -4.62788
H -11.64941 -3.40869 -3.15114
H -11.87628 -0.41736 -3.68975
H -10.45361 -1.36691 -3.30363
H -11.65261 -1.06211 -2.05178
H -15.57921 -2.40412 -3.71783
H -14.39707 -1.96435 -4.89767
H -14.78706 -0.34733 -2.31350
H -15.66423 -0.05349 -3.80947
H -13.92251 0.14692 -3.77990
C -2.78223 6.46453 5.08168
C -1.84777 7.01672 4.01275
N -0.52250 6.40664 4.02196
C 0.45593 7.12725 3.21607
C 0.21922 7.20139 1.70873
C -0.48376 4.95374 3.89519
C -1.13549 4.32944 2.66247
H -2.32840 6.52920 6.07376
H -3.70871 7.04411 5.09870
H -3.05248 5.42319 4.88870
H -1.73864 8.08896 4.20707
H -2.33164 6.92447 3.03252
H 1.45306 6.70893 3.39623
H 0.51485 8.15415 3.59800
H 0.43112 6.24935 1.22091
H 0.89338 7.94072 1.26712
H -0.79990 7.50542 1.46153
H -0.95498 4.52043 4.78375
H 0.55751 4.61497 3.95366
H -2.12393 4.74414 2.45612
H -1.26298 3.25419 2.82187
H -0.51564 4.44492 1.77341
C 13.38697 2.20237 -2.27545
C 12.42693 1.25735 -1.56427
N 12.73873 -0.15378 -1.76469
C 11.66779 -1.04957 -1.34595
C 11.29957 -1.07624 0.13689
C 14.08720 -0.57218 -1.39109
C 14.53611 -0.32663 0.04822
H 13.45829 1.96454 -3.33971
H 13.02858 3.23102 -2.18529
H 14.38945 2.16724 -1.84214
H 11.42759 1.45387 -1.96808
H 12.39074 1.51913 -0.49945
H 11.90151 -2.07036 -1.66934
H 10.76582 -0.78089 -1.91120
H 12.04845 -1.60253 0.72856
H 10.35569 -1.61277 0.27093
H 11.16374 -0.07461 0.55004
H 14.79654 -0.07074 -2.05710
H 14.21088 -1.63642 -1.62238
H 14.29585 0.67991 0.39567
H 15.62202 -0.44131 0.11613
H 14.09899 -1.04802 0.73846
*
```



(3)
C23H28N3O7Ru as an isolated structure in a non-equilibrium geometry, computed with ωB97M-V/def2-TZVPD.

Summary:
**Relative energy (zero: lowest compared OMol25 entry of this formula, charge and spin)**: 133.0 kJ/mol
**Gap between HOMO and LUMO (alpha / beta)**: 6.91 / 6.63 eV
**LUMO energy (alpha / beta)**: -0.974 / -1.259 eV
**⟨S²⟩**: 0.761

Structure (ORCA input):
```
! wB97M-V def2-TZVPD RIJCOSX def2/J DEFGRID3
* xyz 0 2
Ru -0.13956 0.07660 -0.24700
C -1.66957 -1.21916 3.66326
C -1.09976 -1.06696 2.29142
N -0.44424 -0.04000 1.91284
O -0.36372 0.97524 2.82970
C -1.23408 -2.10882 1.28924
C -1.49367 -3.54108 1.61360
N -1.11054 -1.70080 0.06918
O -1.10367 -2.44698 -0.94535
H -1.85675 -0.24098 4.09715
H -0.95867 -1.74186 4.30783
H -2.59196 -1.79552 3.62930
H 0.21721 1.63441 2.42903
H -1.03960 -3.80581 2.56784
H -1.07164 -4.15883 0.82299
H -2.56602 -3.74689 1.66684
C 2.11876 0.37766 -3.22539
C 1.44886 -0.90299 -2.75095
C 1.49838 -2.00914 -3.77961
O 0.09858 -0.57693 -2.39336
C 2.20600 -1.31133 -1.48691
O 3.17681 -2.02701 -1.56926
O 1.73896 -0.75022 -0.39978
H 1.70161 0.69205 -4.18488
H 3.19002 0.21699 -3.33365
H 1.94786 1.17316 -2.49783
H 1.07077 -1.66196 -4.72362
H 0.93243 -2.87846 -3.43522
H 2.53072 -2.30991 -3.93531
H -0.43101 -1.39259 -2.26297
C -2.58382 3.12589 6.26384
C -1.73567 3.74437 5.17650
C -0.52973 4.33614 5.53065
C 0.30296 4.87486 4.56347
C -0.08400 4.84542 3.23824
C -1.29968 4.26864 2.85912
N -1.53294 4.22081 1.46657
C -2.73418 4.05799 0.77860
C -3.80219 4.91724 1.05117
C -4.97371 4.84668 0.32359
C -5.11792 3.90496 -0.69048
C -4.08045 3.03435 -0.95300
C -2.88057 3.10457 -0.24395
C -1.86902 2.05190 -0.49411
O -2.18635 0.95023 -0.99310
O -0.65357 2.23636 -0.13296
C -2.13300 3.68659 3.82973
C -3.36976 2.90959 3.44588
H -2.18398 3.38203 7.24390
H -2.59080 2.03525 6.18267
H -3.61781 3.47121 6.21305
H -0.23304 4.35588 6.57255
H 1.25040 5.31911 4.84260
H 0.54814 5.27300 2.46800
H -0.74079 3.89921 0.93642
H -3.67529 5.65931 1.83071
H -5.77973 5.53869 0.53640
H -6.03754 3.84494 -1.25788
H -4.18252 2.27082 -1.71339
H -4.22213 3.55836 3.23370
H -3.65824 2.23048 4.24559
H -3.18640 2.31114 2.55260
*
```



(4)
C17H25B2BeBr4Ca2F11N3O3P2S as an isolated structure in a non-equilibrium geometry, computed with ωB97M-V/def2-TZVPD.

Summary:
**Gap between HOMO and LUMO**: 1.44 eV
**LUMO energy**: -7.267 eV

Structure (ORCA input):
```
! wB97M-V def2-TZVPD RIJCOSX def2/J DEFGRID3
* xyz 1 1
C 2.40317 -2.10498 -0.35919
C 2.82171 -0.67673 -1.08441
P 1.47879 0.04689 -2.23385
C 2.18463 1.42243 -3.36631
C 3.43744 2.26996 -2.69534
C -0.08228 0.61521 -1.29244
C -0.32549 -0.14342 0.15424
N -0.34995 -0.71615 1.34017
B -1.38575 0.23079 -2.23848
C -1.32233 -0.41056 -3.75329
O -2.76589 0.43626 -1.67283
C 0.08234 2.21541 -0.97759
S -1.37980 2.97243 -0.04059
C 1.38022 2.34939 0.06920
N 2.39644 2.60785 0.86016
H 2.60917 -1.94558 0.79774
H 1.25181 -2.37249 -0.49782
H 3.00687 -3.02605 -0.75509
H 3.74998 -0.94426 -1.78578
H 3.25244 0.11620 -0.30840
H 1.38426 2.23411 -3.68615
H 2.60629 0.97018 -4.38168
H 3.29313 3.43755 -2.72993
H 3.62928 1.94947 -1.56794
H 4.43121 1.97985 -3.27835
H -0.50069 -1.26106 -3.88448
H -1.27576 0.40048 -4.62004
H -2.36246 -0.97163 -3.92009
H -2.90621 -0.28342 -0.96199
H 0.28416 2.88829 -1.91452
H -2.05123 1.97379 0.72145
Ca -0.10621 3.68362 -3.25586
C -3.74276 -3.96905 0.01354
C -4.37219 -2.58691 0.03853
O -5.49768 -2.49666 -0.52616
O -3.68563 -1.70294 0.62322
H -4.38319 -4.68890 -0.50506
H -2.77903 -3.92880 -0.50286
H -3.58299 -4.32264 1.03655
Br 0.90232 2.58494 2.81854
F -4.19768 -1.87006 2.60104
C 5.71462 0.69005 1.66467
Br 3.89961 0.04749 1.94258
Br 7.03880 -0.57642 2.31801
Br 6.03353 1.17811 -0.19117
H 5.82503 1.60314 2.25890
Ca -3.29768 -6.26588 0.37251
F -4.04247 -8.29338 -4.38213
P -2.69810 -8.71707 -3.71901
F -2.11814 -9.58379 -2.56092
F -2.12310 -7.32849 -4.13057
F -1.39586 -9.01864 -4.52002
F -3.30269 -10.02196 -4.31804
F -3.20342 -8.05524 -2.40218
B 3.30235 -0.11693 5.61992
F 4.60109 0.42161 5.24991
F 3.05774 -1.34410 4.87956
F 3.28313 -0.39930 7.04599
F 2.26727 0.85402 5.30417
N -1.54003 6.24145 4.28989
C -2.48430 7.18651 4.08845
C -3.24684 7.28043 2.93525
C -3.02692 6.35189 1.92335
C -2.05992 5.36769 2.10046
C -1.35035 5.35280 3.29050
H -2.61630 7.88979 4.90553
H -3.99372 8.05891 2.82849
H -3.60436 6.39456 1.00444
H -1.86419 4.62982 1.33071
H -0.58758 4.60220 3.47784
Be 6.00232 -1.39205 5.11499
*
```